No. 1
33
Properties=species:S:1:pos:R:3 method="wB97M-V/def2-TZVPD" max_force_ev_per_a=0.94 smiles=NCCN.O.O.O.O.O.O.O e_tot_ev=-19745.5670 homo_lumo_gap_ha=0.3822 charge=0 e_above_lowest_kj_mol=0.0
N 1.94 -1.68 -0.62
C 2.73 -0.64 0.08
C 1.79 0.41 0.67
N 1.35 1.46 -0.25
H 1.18 -1.96 -0.03
H 2.50 -2.50 -0.85
H 3.40 -0.19 -0.66
H 3.33 -1.07 0.88
H 0.89 -0.10 1.02
H 2.26 0.89 1.53
H 2.10 2.12 -0.40
H 1.11 1.09 -1.16
H -0.27 -1.67 -1.70
H -1.29 -1.80 -0.61
O -1.21 -1.53 -1.55
H -2.48 0.22 1.86
H -1.18 0.55 2.51
O -1.82 -0.19 2.43
H -1.22 -1.44 1.56
H -1.32 -3.00 1.45
O -0.88 -2.24 1.06
H -2.79 1.36 -0.12
H -4.18 1.42 0.63
O -3.22 1.43 0.78
H -1.04 1.57 -1.40
H -1.70 0.18 -1.59
O -1.90 1.16 -1.55
H 0.75 -0.19 -3.54
H 1.60 -0.63 -2.35
O 1.42 0.13 -2.93
H -1.38 2.53 1.65
H 0.04 2.09 1.21
O -0.52 2.23 1.99

---

No. 2
36
Properties=species:S:1:pos:R:3 method="wB97M-V/def2-TZVPD" max_force_ev_per_a=4.48 e_tot_ev=-27085.4582 homo_lumo_gap_ha=0.1887 charge=+1 e_above_lowest_kj_mol=221.6
Hg -2.35 -2.61 0.21
C 0.29 0.69 -1.30
C -0.61 0.05 -0.21
O -0.89 -1.27 -0.87
H 0.49 1.70 -1.33
H -0.16 0.54 -2.25
H 1.30 0.27 -1.34
H -1.45 0.67 -0.10
H -0.14 -0.16 0.74
O 2.68 1.43 0.50
H 2.74 1.63 1.42
H 1.78 1.24 0.24
O 1.49 -2.25 -1.25
H 2.12 -1.53 -1.22
H 0.69 -1.76 -1.19
O 2.12 -1.13 1.64
H 2.66 -0.59 1.06
H 2.16 -0.66 2.41
O -2.24 -0.69 -3.18
H -1.73 -0.72 -2.37
H -2.65 0.15 -3.05
O 3.81 -0.86 -0.69
H 4.05 0.07 -0.73
H 4.21 -1.16 0.07
O -0.46 -2.33 1.65
H -0.28 -3.22 2.05
H 0.34 -1.89 1.51
O -3.24 0.78 1.80
H -2.70 1.29 2.38
H -3.83 0.30 2.42
O -1.05 2.78 2.07
H -1.11 1.90 1.67
H -0.13 2.95 2.10
O -2.90 1.59 -1.85
H -2.87 0.73 -1.47
H -2.15 2.09 -1.55

---

No. 3
39
Properties=species:S:1:pos:R:3 method="wB97M-V/def2-TZVPD" max_force_ev_per_a=3.20 e_tot_ev=-23893.8353 homo_lumo_gap_ha="0.3610 / 0.1597" charge=+1 spin_multiplicity=2 e_above_lowest_kj_mol=152.2 s_squared=0.7591
C -1.22 -2.82 0.32
N -0.34 -1.69 0.79
C 0.08 -1.77 2.12
N 0.30 -0.36 2.66
H -2.08 -2.97 0.96
H -1.61 -2.49 -0.66
H -0.66 -3.72 0.15
H 0.45 -1.54 0.15
H 1.03 -2.28 2.34
H -0.58 -2.22 2.87
H 0.78 0.19 1.95
H -0.65 0.00 2.82
H -0.68 2.44 0.21
H -0.38 3.74 0.74
O -0.25 2.82 1.00
H 2.84 1.04 2.53
H 2.83 -0.35 1.78
O 2.81 0.60 1.68
H 1.61 3.37 -2.52
H 1.50 1.99 -1.84
O 1.03 2.61 -2.41
H -2.15 3.30 -1.81
H -1.33 2.06 -2.12
O -1.31 2.88 -1.61
H -1.00 -1.46 -3.57
H -0.80 -0.94 -2.17
O -0.47 -0.83 -3.07
H 3.66 1.49 -0.16
H 2.47 0.61 -0.72
O 3.33 0.98 -0.91
H -2.68 1.03 -0.47
H -2.98 -0.35 -1.15
O -2.79 0.57 -1.32
H 2.33 -2.16 -1.78
H 2.81 -1.11 -0.89
O 2.46 -2.02 -0.83
H -2.91 0.14 2.38
H -2.38 -0.69 1.10
O -3.06 -0.10 1.47

---

No. 4
41
Properties=species:S:1:pos:R:3 method="wB97M-V/def2-TZVPD" max_force_ev_per_a=4.00 smiles=CC.O.O.O.O.O.O.O.O.O.O.O e_tot_ev=-25050.1560 homo_lumo_gap_ha=0.3801 charge=0
C -2.19 -0.88 2.36
C -2.89 -0.78 0.98
H -2.97 -1.25 3.03
H -1.68 0.05 2.62
H -1.47 -1.69 2.39
H -2.14 -0.50 0.25
H -3.42 -1.71 0.83
H -3.60 0.05 1.08
H 3.37 -0.93 0.14
H 2.09 -0.08 0.64
O 2.42 -0.91 0.26
H -0.03 -4.48 1.50
H 1.35 -4.08 0.91
O 0.59 -4.67 0.76
H -0.83 -0.93 -1.30
H -1.26 -1.14 -2.73
O -1.38 -0.54 -1.98
H -0.96 1.81 -0.14
H -1.23 1.32 -1.65
O -0.95 2.03 -1.04
H 2.18 2.12 1.42
H 1.19 1.65 2.61
O 1.57 1.47 1.72
H 3.84 1.09 -0.88
H 3.87 -0.17 -1.62
O 4.37 0.31 -0.94
H 1.53 3.14 -2.55
H 0.38 3.09 -1.73
O 1.27 3.54 -1.72
H -0.99 -4.41 -1.46
H -0.18 -3.62 -0.58
O -1.10 -3.64 -0.88
H -0.08 4.34 0.61
H 0.29 4.89 2.14
O 0.29 4.15 1.47
H -2.57 -2.41 -1.39
H -3.54 -1.48 -2.19
O -3.38 -2.35 -1.84
H 1.95 2.69 -0.44
H 3.49 2.71 -0.53
O 2.79 2.21 -0.13

---

No. 5
10
Properties=species:S:1:pos:R:3 method="wB97M-V/def2-TZVPD" max_force_ev_per_a=3.14 e_tot_ev=-16343.5950 homo_lumo_gap_ha=0.2150 charge=-1
C -0.21 -1.76 -0.02
O 1.03 -1.70 -0.26
O -0.79 -2.67 0.59
C -1.06 -0.43 -0.28
O -0.62 0.28 -1.24
Ag 1.88 0.27 -0.94
O 0.67 1.96 0.11
H 0.77 2.76 0.62
O -1.73 -0.02 0.72
H 0.06 1.31 0.70

---

No. 6
9
Properties=species:S:1:pos:R:3 method="wB97M-V/def2-TZVPD" max_force_ev_per_a=3.60 e_tot_ev=-9811.3441 homo_lumo_gap_ha=0.1799 charge=0 e_above_lowest_kj_mol=0.0
F -1.44 -0.97 1.07
C -0.57 -0.01 0.43
C 0.71 0.02 1.16
H 0.90 0.97 1.69
H 0.89 -0.85 1.81
O -0.57 -0.72 -1.10
O -0.10 0.17 -2.18
Li -1.60 1.61 -1.62
Ba 1.79 -0.21 -1.26